Record 1
{"formula": "C4H4N2O", "method": "ωB97M-V/def2-TZVPD", "orbital_gap_ev": [4.95, 7.22], "relative_energy_kcal_mol": 78.0, "s2": 2.0208, "multiplicity": 3, "symbols": ["C", "C", "C", "C", "N", "N", "O", "H", "H", "H", "H"], "positions_angstrom": [[0.075, -0.391, 0.223], [1.370, -0.232, 0.263], [-2.994, -0.112, 0.017], [2.628, -0.104, -0.144], [-0.766, 0.814, 0.116], [-2.130, 0.714, -0.034], [-4.055, -0.591, -0.015], [-0.217, -1.394, 0.510], [3.337, 0.210, 0.622], [3.025, -0.381, -1.090], [-0.272, 1.466, -0.468]], "forces_ev_per_a": [[-0.833, 0.176, 0.657], [1.945, 1.085, -1.890], [0.024, -2.401, 0.066], [-0.274, 0.222, 2.261], [-0.870, -4.193, 0.091], [3.010, 4.639, -0.139], [-1.180, -0.524, 0.126], [-1.509, 0.308, -0.055], [0.100, 0.222, -0.343], [0.004, -0.525, -0.708], [-0.418, 0.992, -0.065]], "lowdin_spin": [0.23, 0.34, 0.22, 0.23, 0.47, 0.20, 0.20, 0.02, 0.03, 0.03, 0.02]}


Record 2
{"formula": "C4H4N2O2", "method": "ωB97M-V/def2-TZVPD", "orbital_gap_ev": 9.23, "relative_energy_kcal_mol": 24.5, "smiles": "Nc1ccnc(=O)o1", "symbols": ["N", "C", "C", "C", "N", "C", "O", "O", "H", "H", "H", "H"], "positions_angstrom": [[-1.832, -1.028, -0.130], [-0.659, -0.390, -0.030], [-0.430, 0.991, -0.187], [0.904, 1.440, 0.033], [1.928, 0.668, 0.070], [1.716, -0.665, 0.005], [2.646, -1.465, -0.201], [0.427, -1.166, 0.206], [-2.701, -0.567, 0.198], [-1.856, -1.958, 0.174], [-1.313, 1.683, -0.206], [1.169, 2.456, 0.067]], "forces_ev_per_a": [[-1.625, 0.919, 0.516], [2.091, 2.667, -0.096], [-1.550, -0.579, 0.908], [-1.244, -0.901, -0.806], [0.447, -0.255, 0.462], [3.767, -2.185, -0.820], [-3.202, 1.560, 0.717], [-1.187, -0.407, -0.453], [1.200, 0.058, -0.635], [0.387, -1.625, 0.269], [1.153, -0.754, -0.229], [-0.238, 1.502, 0.168]], "mulliken_charge": [-0.45, 0.69, -0.62, 0.03, -0.53, 0.46, -0.56, -0.31, 0.27, 0.28, 0.25, 0.49]}


Record 3
{"formula": "C4H4N2O2", "method": "ωB97M-V/def2-TZVPD", "orbital_gap_ev": 7.82, "relative_energy_kcal_mol": 151.6, "symbols": ["C", "C", "C", "C", "H", "H", "H", "H", "N", "N", "O", "O"], "positions_angstrom": [[1.518, -0.448, -0.063], [0.916, -1.664, -0.040], [-0.657, -0.103, 0.053], [-1.870, 0.419, -0.214], [-0.054, 2.503, 0.913], [2.593, -0.246, -0.440], [1.465, -2.625, 0.032], [-2.022, 1.451, -0.631], [0.541, 0.521, 0.206], [-0.411, -1.453, 0.137], [0.830, 1.942, -0.039], [-2.848, -0.297, 0.084]], "forces_ev_per_a": [[2.778, 1.788, -0.441], [-0.254, 0.499, 1.085], [5.419, -3.956, 1.751], [-6.433, 0.287, 0.904], [3.833, -2.189, -3.936], [-2.029, 0.205, 1.377], [-0.951, 0.648, -0.377], [0.336, -0.651, 0.153], [2.197, 0.917, -2.744], [-1.294, 0.679, -0.978], [-4.537, -0.103, 4.347], [0.935, 1.876, -1.142]], "mulliken_charge": [-0.37, -0.14, 0.49, -0.18, 0.41, 0.30, 0.36, 0.32, 0.28, -0.52, -0.47, -0.47]}


Record 4
{"formula": "C4H4N2O2", "method": "ωB97M-V/def2-TZVPD", "orbital_gap_ev": 9.00, "relative_energy_kcal_mol": 75.6, "symbols": ["C", "C", "C", "C", "H", "H", "H", "H", "N", "N", "O", "O"], "positions_angstrom": [[-0.381, 0.786, 0.499], [0.753, 1.060, -1.360], [0.022, -0.397, -0.029], [-0.252, -1.760, 0.481], [0.020, 1.882, 2.285], [-0.898, 0.548, 2.333], [1.405, 1.614, -2.079], [-0.454, -1.919, 1.571], [-0.943, 1.259, 1.676], [0.705, -0.191, -1.158], [0.144, 1.744, -0.287], [-0.050, -2.711, -0.372]], "forces_ev_per_a": [[1.707, 1.072, 0.093], [0.696, 0.937, 1.160], [-1.865, -1.650, 2.226], [1.872, -2.988, -4.263], [-3.703, -1.766, -2.738], [-0.793, -2.212, 1.432], [-1.172, -0.402, 0.853], [-0.215, -0.104, -0.808], [3.909, 3.630, 1.532], [0.889, -0.371, -2.347], [-0.070, 0.578, -1.488], [-1.257, 3.276, 4.347]], "mulliken_charge": [0.58, 0.00, 0.38, -0.15, 0.34, 0.30, 0.34, 0.20, -0.68, -0.49, -0.34, -0.49]}


Please write out number 1 again, unchanged.
{"formula": "C4H4N2O", "method": "ωB97M-V/def2-TZVPD", "orbital_gap_ev": [4.95, 7.22], "relative_energy_kcal_mol": 78.0, "s2": 2.0208, "multiplicity": 3, "symbols": ["C", "C", "C", "C", "N", "N", "O", "H", "H", "H", "H"], "positions_angstrom": [[0.075, -0.391, 0.223], [1.370, -0.232, 0.263], [-2.994, -0.112, 0.017], [2.628, -0.104, -0.144], [-0.766, 0.814, 0.116], [-2.130, 0.714, -0.034], [-4.055, -0.591, -0.015], [-0.217, -1.394, 0.510], [3.337, 0.210, 0.622], [3.025, -0.381, -1.090], [-0.272, 1.466, -0.468]], "forces_ev_per_a": [[-0.833, 0.176, 0.657], [1.945, 1.085, -1.890], [0.024, -2.401, 0.066], [-0.274, 0.222, 2.261], [-0.870, -4.193, 0.091], [3.010, 4.639, -0.139], [-1.180, -0.524, 0.126], [-1.509, 0.308, -0.055], [0.100, 0.222, -0.343], [0.004, -0.525, -0.708], [-0.418, 0.992, -0.065]], "lowdin_spin": [0.23, 0.34, 0.22, 0.23, 0.47, 0.20, 0.20, 0.02, 0.03, 0.03, 0.02]}